Below is a 2-piece molecular cluster, C6H16 overall in a non-equilibrium geometry, with properties calculated with ωB97M-V/def2-TZVPD.

As for the frontier orbital gap: 0.4321 Eh. The value obtained for the HOMO energy is -10.61 eV. Its SMILES is CCC.CCC. The value obtained for the energy above the lowest of the compared OMol25 structures with the same formula, charge and spin is 191.40 kJ/mol.

Bonds (Å) are listed after each position.
CARTESIAN COORDINATES (ANGSTROEM)
1 H -0.1963 -0.1613 -1.5105  C19 1.117
2 H 1.7612 -1.6025 -2.5079  C16 1.156
3 H 0.3972 0.6102 1.4962  C15 1.070
4 H 1.5552 -2.5419 -0.9577  C16 1.037
5 H -2.1153 0.0304 0.2769  C11 1.176
6 H -1.0670 1.8391 -0.6304  C14 1.021
7 H -0.3378 -1.5686 -0.3188  C19 1.103
8 H -0.3146 -0.7750 1.7129  C15 1.049
9 H 1.5492 0.4505 -0.3692  C22 1.099
10 H -0.3796 0.6720 3.0097  C15 1.168
11 C -1.7284 0.7574 1.1159  H5 1.176, C14 1.552, C15 1.565, H18 1.076
12 H -0.6054 2.5888 0.8423  C14 1.076
13 H 2.4032 -0.9939 0.2468  C22 1.060
14 C -1.3728 2.0428 0.3223  H6 1.021, C11 1.552, H12 1.076, H20 1.110
15 C -0.5029 0.2326 1.9349  H3 1.070, H8 1.049, H10 1.168, C11 1.565
16 C 1.4053 -1.6194 -1.4077  H2 1.156, H4 1.037, C19 1.500, C22 1.637
17 H 2.9874 -0.1324 -1.3149  C22 1.107
18 H -2.4655 0.9654 1.8713  C11 1.076
19 C -0.0480 -1.2551 -1.3361  H1 1.117, H7 1.103, C16 1.500, H21 1.152
20 H -2.3408 2.5823 0.2550  C14 1.110
21 H -0.7641 -1.7058 -2.1175  C19 1.152
22 C 2.1798 -0.4155 -0.6134  H9 1.099, H13 1.060, C16 1.637, H17 1.107

Which charges does Löwdin predict for the atoms? In e, they are:
1. H 0.064
2. H 0.118
3. H 0.018
4. H 0.061
5. H 0.122
6. H 0.012
7. H 0.060
8. H 0.025
9. H 0.046
10. H 0.114
11. C -0.287
12. H 0.065
13. H 0.045
14. C -0.120
15. C -0.125
16. C -0.284
17. H 0.068
18. H 0.074
19. C -0.170
20. H 0.080
21. H 0.094
22. C -0.083